1.
A single H4N3P molecule. Source: OMol25; level of theory: wB97M-V/def2-TZVPD.

Last column: natural (NBO) charge in e.
Cartesian coordinates (Å):
N 0.3720 -0.3797 -0.3970  -0.0288
H 1.2134 -0.0364 -2.3292  0.3934
P -0.4823 -0.4183 2.0600  0.4834
H -1.0648 0.8722 2.3199  -0.0305
H 0.8357 0.2072 2.0707  -0.0320
N -0.6651 -0.1423 0.3012  -0.4471
H -0.5221 0.0032 -2.2570  0.3795
N 0.3131 -0.1059 -1.7687  -0.7181

Forces on atoms 1 to 6 (eV/Å):
N -0.552 0.187 -2.104
H -1.906 -0.254 1.745
P 0.188 1.422 -0.919
H 0.002 -0.521 0.330
H -0.570 -0.413 0.251
N 0.573 -0.406 1.294

Output
Gap between HOMO and LUMO (alpha / beta), eV: 7.519 / 6.961
⟨S²⟩: 2.008
LUMO energy (alpha / beta), eV: 1.2 / -1.7
E_HOMO (alpha / beta), eV: -6.28 / -8.67
Largest force on an atom, eV/Å: 3.9
2S+1: 3

2.
3 unconnected molecules or ions with the total composition H4N4O2. Source: OMol25; level of theory: wB97M-V/def2-TZVPD.

Last column: natural (NBO) charge in e.
Cartesian coordinates (Å):
H -2.1365 0.7741 -0.4035  0.4790
H -4.0513 0.7406 -1.3649  -0.9336
N -1.1869 -0.9795 0.7315  -0.4211
O -1.3933 1.1778 0.0729  -0.5884
H -2.1396 -1.2243 0.2475  0.2825
N 2.5530 -0.1991 0.7167  0.1116
N 2.2453 -0.1813 -0.5230  -0.6239
H 3.1118 -0.1284 -1.1627  0.2152
O 3.7827 -0.1203 0.9643  -0.6993
N -0.7852 0.1404 0.7211  0.1779

Forces on atoms 1 to 6 (eV/Å):
H -1.400 0.327 -0.785
H 0.184 -0.139 0.123
N -2.705 -2.953 -0.521
O -0.146 -1.015 0.117
H 1.481 1.242 0.218
N -0.124 0.103 -2.277

Output
Gap between HOMO and LUMO, eV: 6.847
Charge: -2
LUMO energy, eV: 7.6
E_HOMO, eV: 0.79
Largest force on an atom, eV/Å: 4.0
2S+1: 1

Energy relative to the best compared isomer or geometry (same formula, charge and spin) in kJ/mol, matching the order above: 128.3; 107.3